Density functional theory data (ωB97M-V/def2-TZVPD) for C2H5PSi in the gas phase at a distorted geometry.

Positions of all 9 atoms, in Å:
C: 0.7734 -1.1345 0.2174
C: 0.7129 0.2038 0.1284
Si: -0.5717 1.3770 -0.2342
P: -0.5888 -2.2041 0.1785
H: 1.7590 -1.4359 0.6178
H: 1.7439 0.6422 0.1999
H: -1.9682 1.0959 -0.7421
H: -0.0681 2.6605 -0.4194
H: -1.7924 -1.2048 0.0537

E_HOMO (alpha / beta) ... -0.275 / -0.288 Ha
Energy above the lowest of the compared OMol25 structures with the same formula, charge and spin ... 66.4 kJ/mol
Energy ... -19317.40956 eV
Charge ... 0
Kohn-Sham gap (alpha / beta) ... 0.234 / 0.251 hartree
SMILES string ... [H]/P=C\C=[SiH2]